This record from the OMol25 dataset describes the molecule C4H4N2S. The level of theory is the ωB97M-V functional and the def2-TZVPD basis.

Structure (ORCA input):
```
! wB97M-V def2-TZVPD RIJCOSX def2/J DEFGRID3
* xyz 0 1
C 0.44442 1.59437 0.10880
C 1.24067 0.50697 -0.08245
C -1.71880 0.53906 0.02235
C 0.15164 -1.68540 0.00337
N -0.83512 1.33152 0.02228
N 0.81619 -0.77130 -0.48016
S -2.87703 -0.50946 0.08244
H 0.88414 2.60684 0.23597
H 2.31303 0.61581 -0.26788
H -0.49770 -1.59466 0.96439
H 0.07856 -2.63376 -0.60910
*
```

Output
ΔE to the lowest compared entry with this formula, charge and spin ... 57.1 kcal per mole
SMILES string ... C=N/C=C\N=C=S

This record from the OMol25 dataset describes a cluster of 2 separate species, C25H24F3N3O2 in total. The level of theory is the ωB97M-V functional and the def2-TZVPD basis.

Structure (ORCA input):
```
! wB97M-V def2-TZVPD RIJCOSX def2/J DEFGRID3
* xyz 0 1
F 5.78486 3.27588 -3.58825
C 5.46770 2.09926 -2.96760
F 6.18396 1.11505 -3.58961
F 5.94877 2.18759 -1.68132
C 3.99018 1.82746 -2.97360
C 3.53935 0.50827 -2.97223
C 2.18035 0.25844 -2.96569
C 1.23408 1.32706 -2.90924
C -0.15885 1.08494 -2.82951
C -1.08605 2.11740 -2.87506
N -1.95243 2.91689 -2.90921
C 1.74099 2.66021 -2.92605
C 3.10443 2.90145 -2.93663
H 4.25310 -0.30961 -2.99332
H 1.81245 -0.76903 -3.02077
H -0.52711 0.06088 -2.91202
H 1.04692 3.50366 -2.94256
H 3.47924 3.91980 -2.93167
C -2.14387 -3.52809 3.00367
C -1.01828 -2.74714 2.35615
N -1.39931 -2.42287 0.90361
C -0.30165 -1.70207 0.13000
C 0.00351 -0.34919 0.65764
C -0.54025 0.81491 0.21864
C -0.30693 2.04839 0.89336
C 0.63046 2.05524 1.93840
O 1.30409 0.90733 2.30790
C 1.03681 -0.29110 1.70985
O 1.65422 -1.26871 2.11347
C 0.92313 3.18573 2.69779
C 0.24523 4.36130 2.41459
C -0.70847 4.39796 1.38184
C -0.97876 3.26623 0.62370
C -2.70445 -1.62014 0.90971
C -3.78489 -2.42972 1.59511
N -3.26319 -3.74163 2.05595
C -2.77247 -4.50588 0.88041
C -1.66613 -3.75099 0.18460
H -1.78165 -4.51178 3.32935
H -2.53469 -2.98266 3.87261
H -0.83404 -1.79971 2.87590
H -0.08479 -3.32541 2.31618
H 0.58680 -2.34611 0.18412
H -0.65374 -1.65026 -0.91172
H -1.21386 0.80782 -0.64015
H 1.66479 3.11382 3.49096
H 0.46559 5.25737 2.99475
H -1.24159 5.32762 1.17883
H -1.71477 3.27961 -0.18460
H -2.51015 -0.67794 1.43491
H -2.95175 -1.42320 -0.14232
H -4.16607 -1.89109 2.47176
H -4.60719 -2.62270 0.89477
H -2.40109 -5.47626 1.23048
H -3.61372 -4.65181 0.19209
H -1.94019 -3.48879 -0.84482
H -0.71863 -4.30366 0.20483
*
```

Output
ΔE to the lowest compared entry with this formula, charge and spin ... 1.1 kcal per mole

This record from the OMol25 dataset describes a cluster of 3 separate species, C5H17N2O3 in total. The level of theory is the ωB97M-V functional and the def2-TZVPD basis.

Structure (ORCA input):
```
! wB97M-V def2-TZVPD RIJCOSX def2/J DEFGRID3
* xyz 1 1
N 1.21687 -0.89847 0.70632
C 1.63807 0.56273 0.61092
C 2.62599 0.72326 -0.54853
C 0.36002 1.40057 0.35331
N -0.55599 1.11926 1.45875
C -1.96104 0.89514 1.06167
C -2.20705 -0.52356 0.66895
O -1.35093 -1.38584 0.65531
H 0.30012 -0.91990 1.26475
H 1.93462 -1.49507 1.20036
H 0.99846 -1.35535 -0.24322
H 2.10088 0.82970 1.60908
H 2.18549 0.45662 -1.47367
H 3.50680 0.06087 -0.42702
H 2.93184 1.73386 -0.60226
H -0.13332 1.20133 -0.61726
H 0.64236 2.43221 0.25858
H -0.47617 1.78657 2.11010
H -2.60728 1.16498 1.90044
H -2.31607 1.54399 0.23887
H -3.28711 -0.80844 0.34836
H -1.17876 -0.70668 -1.75735
H -2.27320 0.10273 -2.49135
O -1.81698 -0.00251 -1.64748
H -0.62126 -2.70653 -0.98300
H 0.29964 -2.91397 -2.17145
O 0.04397 -2.29747 -1.48317
*
```

Output
ΔE to the lowest compared entry with this formula, charge and spin ... 19.8 kcal per mole